{"formula": "C24H22N4O3S", "method": "ωB97M-V/def2-TZVPD", "species": ["C", "C", "C", "C", "C", "C", "N", "C", "O", "C", "C", "S", "N", "N", "C", "C", "O", "N", "C", "C", "C", "C", "C", "C", "C", "C", "C", "C", "C", "O", "C", "C", "H", "H", "H", "H", "H", "H", "H", "H", "H", "H", "H", "H", "H", "H", "H", "H", "H", "H", "H", "H", "H", "H"], "xyz": [[0.09, -0.60, 5.95], [0.51, 0.71, 5.27], [0.13, 0.69, 3.82], [1.02, 0.21, 2.86], [0.66, 0.16, 1.53], [-0.60, 0.59, 1.14], [-0.98, 0.53, -0.23], [-0.26, 1.13, -1.20], [-0.43, 0.94, -2.40], [0.77, 2.08, -0.73], [1.98, 2.29, -1.37], [2.83, 3.48, -0.52], [1.59, 3.65, 0.57], [0.62, 2.89, 0.34], [-2.05, -0.42, -0.57], [-1.37, -1.75, -0.96], [-1.28, -2.66, -0.17], [-0.84, -1.75, -2.20], [0.18, -2.70, -2.59], [1.52, -2.06, -2.35], [2.15, -1.33, -3.35], [3.33, -0.65, -3.09], [3.89, -0.70, -1.83], [3.27, -1.43, -0.83], [2.09, -2.11, -1.09], [-2.97, 0.15, -1.61], [-3.51, 1.40, -1.72], [-4.34, 1.36, -2.86], [-4.25, 0.10, -3.35], [-3.42, -0.65, -2.59], [-1.50, 1.06, 2.08], [-1.13, 1.11, 3.41], [-0.98, -0.73, 5.87], [0.58, -1.44, 5.46], [0.37, -0.59, 7.00], [0.02, 1.55, 5.77], [1.59, 0.84, 5.37], [2.00, -0.12, 3.16], [1.34, -0.23, 0.79], [2.36, 1.79, -2.24], [-2.60, -0.61, 0.36], [-0.85, -0.87, -2.71], [0.04, -2.96, -3.64], [0.05, -3.59, -1.97], [1.70, -1.28, -4.34], [3.81, -0.09, -3.88], [4.81, -0.17, -1.62], [3.71, -1.47, 0.16], [1.60, -2.67, -0.30], [-3.32, 2.23, -1.08], [-4.92, 2.17, -3.26], [-4.71, -0.38, -4.19], [-2.48, 1.40, 1.78], [-1.83, 1.49, 4.15]], "nbo_charge": [-0.592, -0.418, 0.003, -0.202, -0.217, 0.123, -0.427, 0.678, -0.628, -0.033, -0.391, 0.621, -0.338, -0.164, -0.162, 0.684, -0.623, -0.617, -0.248, -0.035, -0.160, -0.237, -0.227, -0.204, -0.224, 0.279, -0.297, -0.305, 0.083, -0.398, -0.149, -0.213, 0.206, 0.207, 0.208, 0.209, 0.208, 0.210, 0.228, 0.267, 0.254, 0.436, 0.205, 0.238, 0.206, 0.214, 0.214, 0.214, 0.232, 0.229, 0.229, 0.204, 0.210, 0.211], "mol_weight_da": 446.53, "relative_energy_kcal_mol": 45.50, "energy_ha": -1770.68293}